1.
The following is a DFT calculation (ωB97M-V with the def2-TZVPD basis set) of a molecular structure, C26H32N2OP2Ru in a non-equilibrium geometry.

Geometry (Å):
1 C 1.0098 -3.9930 -1.8379
2 C 0.9313 -2.6111 -2.0129
3 C -0.3458 -2.0048 -2.0982
4 C -1.4971 -2.8230 -2.4803
5 C -1.3895 -4.2126 -2.3905
6 C -0.1471 -4.7919 -2.0262
7 C -2.4451 -1.9414 -3.1380
8 C -2.8873 -0.8508 -2.2916
9 C -1.6984 -0.0964 -1.9115
10 C -1.8058 1.2849 -1.6353
11 C -3.0566 1.8077 -1.3182
12 C -4.2120 1.0148 -1.5054
13 C -4.1361 -0.2890 -2.0458
14 H 1.9856 -4.4389 -1.6074
15 H -2.2394 -4.8796 -2.6119
16 H -0.0170 -5.8823 -1.9227
17 H -2.9761 -2.2374 -4.0758
18 H -3.1173 2.8436 -0.9718
19 H -5.1732 1.4851 -1.2632
20 H -5.0633 -0.8284 -2.2739
21 N -0.3832 -0.6200 -1.7943
22 Ru 0.6452 0.0776 0.6148
23 C 2.0959 -1.6286 -2.0720
24 H 1.8542 -0.7958 -2.7595
25 H 3.0355 -2.1015 -2.3863
26 C -0.4796 2.0284 -1.6922
27 H 0.2498 1.4559 -2.2974
28 H -0.5579 3.0542 -2.0637
29 P 2.3213 -0.7720 -0.4344
30 P 0.3208 2.0992 -0.0135
31 C -0.8206 3.1859 0.9131
32 H -0.3454 3.4788 1.8624
33 H -1.0425 4.0836 0.3118
34 H -1.7534 2.6428 1.1312
35 C 1.8203 3.1125 -0.2193
36 H 1.5591 4.0452 -0.7415
37 H 2.2225 3.3381 0.7814
38 H 2.5666 2.5447 -0.7940
39 C 2.6227 -2.1395 0.7487
40 H 3.6901 -2.1772 0.9959
41 H 2.0320 -1.8976 1.6509
42 H 2.2836 -3.0966 0.3335
43 C 3.9321 0.0718 -0.6219
44 H 3.9724 0.8982 0.1013
45 H 4.7605 -0.6254 -0.4213
46 H 4.0257 0.4824 -1.6395
47 C -0.7897 -1.0708 0.4567
48 O -1.6838 -1.8035 0.3634
49 H -1.7094 -1.3724 -3.6070
50 C 2.6191 1.5479 3.2047
51 C 1.2188 1.3571 3.5847
52 C 0.6402 1.7940 4.8303
53 C -0.7565 1.4033 4.7566
54 C -0.9239 0.7739 3.4788
55 C -2.1974 0.2573 2.9957
56 N 0.2676 0.7574 2.7954
57 H 3.2983 1.1802 4.0063
58 H 2.8401 2.6298 3.0498
59 H 2.8224 0.9850 2.2648
60 H 1.1391 2.3099 5.6193
61 H -1.5188 1.5597 5.4756
62 H -2.9682 0.4823 3.7486
63 H -2.4869 0.7414 2.0483
64 H -2.1579 -0.8330 2.8522

Values from the calculation:
- Energy above the lowest of the compared OMol25 structures with the same formula, charge and spin: 194.6 kJ/mol
- Spin multiplicity: 5
- Total charge: +2
- HOMO energy (alpha / beta): -13.1 / -13.9 eV
- HOMO-LUMO gap (alpha / beta): 5.9860 / 5.7339 eV
- E_tot: -53650.5658 eV

Atom charges from the Löwdin analysis, given in e for atoms 1 to 6:
1. C -0.027
2. C -0.219
3. C -0.202
4. C -0.124
5. C 0.017
6. C -0.012



2.
The following is a DFT calculation (ωB97M-V with the def2-TZVPD basis set) of a single C26H32N4O6 molecule in a non-equilibrium geometry.

Geometry (Å):
1 C 6.0724 0.8188 2.4547
2 C 4.7417 1.4915 2.1504
3 O 4.1413 0.9608 0.9681
4 C 3.4581 -0.1934 1.1105
5 O 3.3372 -0.7464 2.1823
6 C 2.9314 -0.7448 -0.1348
7 C 2.9308 -0.1804 -1.3675
8 C 3.0309 1.2916 -1.6702
9 N 1.7549 1.9600 -1.4554
10 C 0.6589 1.4164 -2.2418
11 C -0.5416 2.3595 -2.1292
12 N -0.9211 2.4819 -0.7456
13 C -2.0238 1.9927 -0.1343
14 O -2.2154 2.1523 1.0634
15 C -3.0453 1.2988 -0.9431
16 C -4.3964 1.2698 -0.7140
17 C -4.9461 0.4025 -1.6809
18 C -3.8935 -0.0443 -2.4190
19 O -2.7446 0.4952 -1.9905
20 C 0.1607 3.0093 0.0554
21 C 1.3733 2.0857 -0.0606
22 N 2.6070 -0.9709 -2.4453
23 C 2.6685 -2.3652 -2.4299
24 O 2.7280 -2.9946 -3.4626
25 N 2.6987 -2.8983 -1.1912
26 C 2.3281 -2.1364 -0.0187
27 C 0.8221 -1.9889 0.1527
28 C 0.3212 -1.5512 1.3721
29 C -1.0362 -1.3859 1.5770
30 C -1.9371 -1.6782 0.5554
31 O -3.2875 -1.6217 0.6534
32 C -3.9025 -1.6023 1.9400
33 C -4.1685 -0.1774 2.4231
34 C -5.2063 -2.3851 1.8024
35 C -1.4326 -2.0858 -0.6808
36 C -0.0754 -2.2320 -0.8801
37 H 6.5315 1.2936 3.3170
38 H 6.7414 0.9039 1.6016
39 H 5.9116 -0.2333 2.6753
40 H 4.0510 1.3589 2.9894
41 H 4.8774 2.5558 1.9438
42 H 3.7731 1.7699 -1.0342
43 H 3.3107 1.4412 -2.7179
44 H 0.9722 1.3562 -3.2866
45 H 0.3472 0.4160 -1.9002
46 H -1.3668 1.9921 -2.7335
47 H -0.2483 3.3534 -2.4879
48 H -4.9136 1.8203 0.0437
49 H -5.9770 0.1418 -1.8046
50 H -3.8356 -0.7228 -3.2476
51 H -0.1791 3.0689 1.0899
52 H 0.4186 4.0085 -0.3092
53 H 2.2112 2.5158 0.4891
54 H 1.1187 1.1108 0.3883
55 H 2.6286 -0.5633 -3.3697
56 H 2.6655 -3.9042 -1.1380
57 H 2.7400 -2.6303 0.8673
58 H 1.0095 -1.3383 2.1763
59 H -1.3799 -1.0284 2.5342
60 H -3.2482 -2.1236 2.6528
61 H -4.3814 -0.1821 3.4891
62 H -5.0253 0.2343 1.8974
63 H -3.3165 0.4706 2.2322
64 H -5.7410 -2.3838 2.7480
65 H -5.8270 -1.9240 1.0387
66 H -5.0024 -3.4120 1.5094
67 H -2.1314 -2.3032 -1.4731
68 H 0.2739 -2.5665 -1.8462

Values from the calculation:
- Energy above the lowest of the compared OMol25 structures with the same formula, charge and spin: 105.3 kJ/mol
- Spin multiplicity: 1
- Total charge: 0
- SMILES string: CCOC(=O)C1=C(CN2CCN(C(=O)c3ccco3)CC2)NC(=O)N[C@@H]1c1ccc(OC(C)C)cc1
- HOMO energy: -8.1 eV
- HOMO-LUMO gap: 8.6797 eV
- E_tot: -45727.7867 eV

Atom charges from the Löwdin analysis, given in e for atoms 1 to 6:
1. C -0.058
2. C -0.216
3. O -0.043
4. C -0.450
5. O 0.097
6. C -0.036



3.
The following is a DFT calculation (ωB97M-V with the def2-TZVPD basis set) of a molecular structure, C26H33As2B11Br6N3O8Pd.

Geometry (Å):
1 Pd 0.4009 0.8681 -0.6405
2 C 5.1806 1.1945 -3.1775
3 C 5.5417 1.4781 -1.8631
4 C 4.5950 1.4408 -0.8605
5 C 3.2738 1.1117 -1.1740
6 C 2.9105 0.8258 -2.4885
7 C 3.8663 0.8724 -3.4860
8 N 2.2721 1.0913 -0.1318
9 N 2.6189 1.4158 1.0129
10 C 1.6714 1.5325 2.0419
11 C 2.1727 1.8438 3.2924
12 C 1.2768 1.9785 4.3443
13 C -0.0687 1.8016 4.0885
14 C -0.4774 1.5064 2.7881
15 N 0.3663 1.3711 1.7766
16 H 5.9257 1.2272 -3.9633
17 H 6.5662 1.7354 -1.6254
18 H 4.8580 1.6703 0.1629
19 H 1.8955 0.5848 -2.7478
20 H 3.5854 0.6612 -4.5099
21 H 3.2393 1.9850 3.4192
22 H 1.6291 2.2265 5.3384
23 H -0.8045 1.8994 4.8778
24 H -1.5268 1.3792 2.5584
25 Br -1.8153 1.0334 -1.8311
26 B -2.4903 2.8868 -1.6072
27 B -4.0083 3.4101 -0.8315
28 C -3.6171 4.9286 -0.1641
29 B -2.4480 3.7093 -0.0445
30 B -1.9889 5.4117 -0.3224
31 B -3.2682 6.1573 -1.2795
32 B -4.5106 4.9300 -1.5946
33 B -3.8006 3.5927 -2.5870
34 Br -4.8096 2.5583 -3.8508
35 B -3.3459 5.3449 -2.8809
36 Br -3.8820 6.2553 -4.4684
37 B -1.7327 5.6406 -2.0707
38 Br -0.4370 6.8722 -2.7659
39 B -1.2624 4.1138 -1.2842
40 Br 0.5988 3.4760 -1.0887
41 B -2.0627 4.0558 -2.8940
42 Br -1.0892 3.4641 -4.4504
43 H -4.8247 2.7166 -0.3334
44 H -4.1306 5.2210 0.7400
45 H -2.1684 3.2084 0.9908
46 H -1.4426 6.0333 0.5181
47 H -3.5770 7.2758 -1.0744
48 H -5.6492 5.2381 -1.6003
49 C -1.6370 -2.9460 -2.6263
50 O -0.3858 -3.6151 -2.9246
51 C 0.4150 -4.0063 -1.9536
52 O 1.4004 -4.6673 -2.1273
53 C 0.1699 -3.5025 -0.5358
54 C -0.1791 -4.3940 0.3933
55 As -0.1243 -4.2486 2.3808
56 C -1.6340 -5.1639 3.1859
57 C -0.3653 -2.3718 2.0126
58 C 0.8103 -1.9219 1.5592
59 As 0.9510 -1.6209 -0.3659
60 C 2.7452 -2.1765 -0.8459
61 C 1.9969 -2.4208 2.3455
62 O 1.8916 -3.3334 3.1535
63 O 3.1076 -1.7783 2.1025
64 C 4.2843 -2.2051 2.8652
65 C -1.7713 -2.0506 1.5718
66 O -2.6301 -2.8919 1.5650
67 O -1.9666 -0.7809 1.2342
68 C -3.3713 -0.3902 1.0913
69 C -0.8438 -5.7058 -0.0355
70 O -1.9653 -5.6267 -0.4477
71 O -0.1950 -6.8447 0.1201
72 C 1.1998 -6.8767 0.5101
73 H -2.3662 -3.3309 -3.3279
74 H -1.5139 -1.8772 -2.7857
75 H -1.9708 -3.1624 -1.6114
76 H -1.3080 -6.1466 3.5211
77 H -2.4242 -5.2302 2.4426
78 H -1.9342 -4.5677 4.0447
79 H 2.9633 -3.1187 -0.3534
80 H 3.4797 -1.4262 -0.5839
81 H 2.7564 -2.3383 -1.9221
82 H 5.0992 -1.5825 2.5175
83 H 4.4890 -3.2533 2.6729
84 H 4.1091 -2.0597 3.9265
85 H -3.3946 0.6883 1.2136
86 H -3.9743 -0.8792 1.8477
87 H -3.7440 -0.6721 0.1118
88 H 1.5519 -7.8658 0.2513
89 H 1.2981 -6.7413 1.5867
90 H 1.7739 -6.1320 -0.0380

Values from the calculation:
- Energy above the lowest of the compared OMol25 structures with the same formula, charge and spin: 0.0 kJ/mol
- Spin multiplicity: 3
- Total charge: +3
- HOMO energy (alpha / beta): -16.6 / -16.5 eV
- HOMO-LUMO gap (alpha / beta): 6.5578 / 4.5218 eV
- E_tot: -601177.3387 eV

Atom charges from the Löwdin analysis, given in e for atoms 1 to 6:
1. Pd 0.436
2. C -0.016
3. C -0.027
4. C -0.004
5. C -0.288
6. C -0.064